Entry A
The following is a quantum chemistry calculation of one molecule with the formula C9H9N3O, from the Open Molecules 2025 dataset.

Summary:
**SMILES string**: Nc1cc(N)c2cccnc2c1O
**Gap between HOMO and LUMO**: 0.27822 Eh

The geometry in ORCA input format:
```
! RIJCOSX wB97M-V def2-TZVPD def2/J DEFGRID3
* xyz 0 1
C -1.616 -1.138 -0.237
C -0.876 -1.151 -1.439
C 0.378 -0.368 -1.467
C 0.731 0.385 -0.316
C 1.833 1.354 -0.168
C 2.325 1.772 0.995
C 1.330 1.754 2.065
C -0.099 0.393 0.816
C -1.180 -0.426 0.862
H -3.290 -2.572 -0.814
H -3.253 -1.678 0.785
H -0.992 -1.871 -2.263
H 2.056 -0.097 -2.301
H 0.912 -1.270 -3.222
H 2.394 1.393 -1.026
H 3.260 2.289 0.950
H 1.515 2.330 3.043
H -1.882 0.412 2.584
N -2.827 -1.815 -0.084
N 1.077 -0.330 -2.726
N 0.192 1.135 1.945
O -1.989 -0.503 2.019
*
```



Entry B
The following is a quantum chemistry calculation of one molecule with the formula C9H9N3O, from the Open Molecules 2025 dataset.

Summary:
**Gap between HOMO and LUMO (spin up / spin down)**: 0.26467 / 0.26462 Eh

The geometry in ORCA input format:
```
! RIJCOSX wB97M-V def2-TZVPD def2/J DEFGRID3
* xyz 0 1
C -2.881 -0.037 -0.589
C -2.276 1.267 -0.832
C -2.238 -1.115 -0.096
C -0.959 1.340 -0.524
C -0.249 0.271 0.128
C -0.825 -1.019 0.212
C 2.346 0.548 0.544
C 0.446 1.994 -0.857
C 1.031 0.777 -0.021
N 0.180 -1.918 0.103
N 1.444 -1.613 0.231
N 2.314 0.051 1.917
O 3.434 0.760 0.052
H -3.957 -0.124 -0.931
H -2.842 2.009 -1.264
H -2.660 -1.995 0.445
H 0.658 2.131 -1.935
H 0.630 2.942 -0.491
H -0.095 -2.866 -0.213
H 2.003 -2.419 -0.037
H 1.369 -0.438 1.991
H 3.128 -0.547 2.166
*
```



Which structure wins on stability? entry A wins.



Entry A
The following is a quantum chemistry calculation of a 2-piece molecular cluster, C2H6N2O3 overall, from the Open Molecules 2025 dataset.

Summary:
**Gap between HOMO and LUMO (spin up / spin down)**: 0.28865 / 0.31357 Eh

The geometry in ORCA input format:
```
! RIJCOSX wB97M-V def2-TZVPD def2/J DEFGRID3
* xyz 0 3
C 1.811 0.116 0.164
C 0.445 0.687 -0.085
N -0.403 -0.387 0.442
N -2.164 0.338 0.153
O -2.148 1.491 -0.118
O -2.923 -0.560 0.305
O -0.461 -1.555 -0.445
H 1.742 -0.808 -0.379
H 2.558 0.651 -0.389
H 2.063 -0.201 1.218
H 0.206 1.637 0.450
H 0.342 0.817 -1.239
H -1.067 -2.225 -0.077
*
```



Entry B
The following is a quantum chemistry calculation of a 2-piece molecular cluster, C2H6N2O3 overall, from the Open Molecules 2025 dataset.

Summary:
**Gap between HOMO and LUMO (spin up / spin down)**: 0.28803 / 0.25501 Eh

The geometry in ORCA input format:
```
! RIJCOSX wB97M-V def2-TZVPD def2/J DEFGRID3
* xyz 0 3
C -1.828 -1.921 -0.472
C -0.019 1.097 0.550
N -2.045 -0.782 -0.150
N -1.514 0.837 0.261
O -1.691 -3.013 -0.875
O 3.557 -0.705 0.107
O -1.721 1.713 -0.642
H 0.746 0.761 -0.164
H 0.008 2.150 0.838
H 0.308 0.413 1.446
H 4.092 -1.446 0.054
H 2.782 -1.040 -0.307
H -2.676 1.936 -0.646
*
```



Which structure wins on stability? entry B wins.